Below is an isolated molecule of C19H21FO4S in a non-equilibrium geometry, with properties calculated with the ωB97M-V functional and the def2-TZVPD basis.

Atoms and positions in Å:
C  4.389  1.640  2.540
C  3.915  0.246  2.272
O  2.598  0.293  1.785
C  2.102  -0.899  1.554
O  2.777  -1.913  1.735
C  0.723  -0.757  0.973
F  -0.101  -1.873  0.831
C  1.224  -0.404  -0.564
C  -0.070  0.085  -1.232
C  1.688  -1.798  -1.048
C  2.369  0.584  -0.758
C  3.706  0.201  -1.003
C  4.717  1.171  -1.183
C  4.367  2.527  -1.226
C  3.020  2.896  -1.182
C  2.028  1.915  -0.975
S  -0.209  0.390  2.233
O  0.383  0.185  3.561
O  -0.289  1.688  1.598
C  -1.996  0.172  2.467
C  -2.890  0.601  1.472
C  -4.251  0.288  1.582
C  -4.710  -0.434  2.695
C  -3.828  -0.788  3.723
C  -2.460  -0.489  3.611
H  5.471  1.669  2.715
H  4.211  2.325  1.706
H  3.894  2.015  3.438
H  4.562  -0.224  1.545
H  3.826  -0.360  3.166
H  -0.602  0.887  -0.672
H  0.102  0.367  -2.293
H  -0.655  -0.841  -1.259
H  2.243  -2.371  -0.279
H  0.787  -2.338  -1.344
H  2.308  -1.733  -1.954
H  4.005  -0.853  -1.079
H  5.761  0.843  -1.216
H  5.138  3.274  -1.407
H  2.693  3.947  -1.237
H  0.969  2.227  -0.987
H  -2.506  1.141  0.597
H  -4.912  0.608  0.772
H  -5.751  -0.712  2.779
H  -4.151  -1.321  4.622
H  -1.721  -0.788  4.365

Forces on the atoms, in the same order (eV/Å):
0.18 0.66 0.45
0.87 0.32 0.48
-1.13 0.60 -0.40
1.52 -2.64 1.87
-1.81 1.07 -0.48
0.24 -0.14 -0.73
1.05 0.66 0.83
-0.68 0.34 0.59
-0.15 -0.75 -0.85
-0.49 -0.44 -0.64
-0.02 0.30 -1.05
0.42 0.36 0.24
-0.88 -0.25 0.38
-0.03 -0.18 -0.37
-0.52 -0.33 0.35
0.39 1.05 0.21
-0.87 1.75 1.08
-0.38 -0.12 -1.99
1.31 0.13 -0.11
-0.37 -1.62 -0.25
0.18 -0.27 -0.09
0.57 0.05 0.21
0.52 0.24 0.10
0.56 0.22 -0.04
0.15 -0.13 -0.44
-0.22 -0.24 0.07
-0.21 -0.23 0.03
0.04 0.24 -0.14
0.04 -0.41 -0.15
0.69 -0.12 0.27
0.55 -0.63 -0.50
-0.08 0.03 0.70
-0.57 0.51 -0.04
-0.43 0.36 -0.65
0.22 -0.32 0.16
-0.23 0.22 0.33
-0.23 0.50 0.41
-0.42 0.22 -0.26
-0.17 -0.10 0.21
0.39 -0.59 -0.17
0.83 -0.16 0.28
-0.24 -0.28 0.47
0.08 -0.21 0.43
-0.08 0.04 -0.05
-0.12 0.21 -0.44
-0.48 0.07 -0.29

Calculated values
Total charge: 0
2S+1: 1
SMILES string: CCOC(=O)[C@](F)(C(C)(C)c1ccccc1)S(=O)(=O)c1ccccc1
Kohn-Sham gap in eV: 9.2

These are the Mulliken partial charges, in e, on atoms 1 to 8: -1.2683, -0.3364, -0.0154, -0.0998, -0.6545, 1.3960, -0.3946, 1.8740

Below is a structure of composition C19H21FeN7O3S, with properties calculated with the ωB97M-V functional and the def2-TZVPD basis.

Atoms and positions in Å:
Fe  -0.654  0.386  0.598
N  2.198  1.075  4.070
C  1.485  0.786  2.972
S  -0.209  0.697  3.069
N  2.256  0.538  1.893
N  1.614  0.350  0.757
C  2.430  0.023  -0.236
C  2.088  -0.109  -1.586
C  3.099  -0.551  -2.489
C  2.864  -0.655  -3.822
C  1.586  -0.303  -4.343
C  0.591  0.139  -3.534
C  0.786  0.256  -2.117
O  -0.142  0.681  -1.383
H  1.732  1.343  4.918
H  3.197  1.174  3.986
H  3.469  -0.142  0.045
H  4.071  -0.803  -2.081
H  3.639  -0.995  -4.494
H  1.414  -0.389  -5.408
H  -0.381  0.417  -3.917
O  -2.790  0.761  0.601
C  -3.304  2.087  0.536
C  -2.174  3.091  0.491
C  -2.448  4.451  0.426
C  -1.391  5.340  0.384
C  -0.093  4.844  0.409
C  0.086  3.478  0.476
N  -0.933  2.617  0.520
H  -3.210  0.171  -0.037
H  -3.920  2.269  1.420
H  -3.934  2.207  -0.347
H  -3.473  4.798  0.406
H  -1.572  6.405  0.331
H  0.762  5.503  0.375
H  1.078  3.040  0.496
C  -1.985  -3.864  -1.672
N  -1.200  -3.595  -0.471
C  -0.523  -4.571  0.185
C  0.210  -4.313  1.289
C  0.250  -2.957  1.735
N  -0.378  -2.000  1.068
C  -1.125  -2.292  -0.018
O  -1.724  -1.382  -0.603
N  0.920  -2.602  2.835
H  -2.002  -4.936  -1.847
H  -1.542  -3.357  -2.528
H  -3.000  -3.498  -1.537
H  -0.616  -5.566  -0.227
H  0.731  -5.100  1.811
H  1.364  -3.289  3.417
H  0.802  -1.659  3.179

Forces on the atoms, in the same order (eV/Å):
0.54 0.18 0.14
-0.01 0.01 -0.05
-0.07 0.05 0.00
-0.15 0.03 0.09
0.29 -0.02 -0.02
-0.38 0.09 0.11
0.19 -0.06 -0.11
0.00 -0.01 0.10
0.05 -0.02 -0.06
0.07 -0.01 0.11
-0.13 0.04 0.00
0.01 0.00 -0.12
-0.05 0.05 0.12
-0.09 -0.09 -0.10
-0.01 -0.01 0.00
0.00 -0.01 0.00
-0.02 0.00 -0.04
0.00 0.00 -0.01
0.01 -0.01 0.01
-0.02 0.01 0.00
0.00 0.00 -0.01
0.01 0.02 0.06
0.01 0.00 -0.01
0.00 -0.03 0.01
0.02 -0.01 0.01
0.00 -0.04 0.00
0.00 0.02 0.00
0.07 0.00 0.00
-0.17 -0.11 -0.04
0.03 -0.02 -0.02
0.00 0.02 -0.01
0.01 0.01 0.00
0.00 0.01 0.00
0.00 0.00 0.00
0.00 0.00 0.00
-0.02 0.01 0.00
-0.02 0.03 -0.03
0.00 0.01 0.00
0.04 -0.01 0.07
-0.03 -0.03 -0.06
0.02 0.08 0.08
-0.14 0.06 -0.14
0.08 -0.01 0.12
-0.14 -0.09 -0.18
0.02 -0.06 -0.04
0.01 0.00 0.00
-0.01 0.00 0.00
0.00 -0.01 0.00
0.00 -0.01 0.00
0.00 -0.01 0.00
-0.01 -0.01 -0.01
-0.03 0.00 0.01

Calculated values
Total charge: +1
2S+1: 6
⟨S²⟩: 8.813
Kohn-Sham gap (alpha / beta) in eV: 7.8 / 5.8

These are the Mulliken partial charges, in e, on atoms 1 to 8: 0.8738, -0.3717, 0.3697, -0.4682, -1.3259, 1.3174, -0.8881, 1.0755